1.
43
Properties=species:S:1:pos:R:3:forces:R:3 method="wB97M-V/def2-TZVPD" energy_ev=-128734.9306 orbital_gap_ha="0.22004 / 0.22812" e_homo_ev="-3.3 / -3.8" s_squared=2.016 relative_energy_kcal_mol=29.08 charge=-1 multiplicity=3
Ti 0.66544 -0.50859 -0.59901 -0.3 2.3 -1.3
N 1.77630 0.29181 -4.55274 -0.1 0.2 -0.3
C 1.59862 -0.31397 -3.33630 0.4 -0.6 0.5
S 2.52313 0.32062 -1.98781 0.3 0.2 -0.1
N 0.85382 -1.37327 -3.25054 -0.1 -0.1 -1.6
N 0.73722 -1.80185 -1.96728 0.4 -1.6 -1.0
C 0.93104 -3.06041 -1.61536 0.1 -0.4 -0.4
C 1.30067 -3.22120 -0.26449 0.2 -0.1 -0.2
C 1.55843 -4.45119 0.36871 0.2 -0.2 0.6
C 2.00992 -4.47062 1.66942 -0.3 -0.1 -0.6
C 2.19340 -3.25378 2.34202 0.0 0.6 0.0
C 1.94203 -2.07967 1.66195 0.3 -0.2 0.6
N 1.51471 -2.02629 0.39750 0.6 -1.8 0.9
H 2.14941 1.22685 -4.47463 -0.2 -0.1 0.0
H 0.96889 0.21618 -5.15503 0.1 0.0 0.0
H 0.96249 -3.85984 -2.35136 0.0 0.0 0.1
H 1.41173 -5.37084 -0.17878 -0.1 0.0 -0.1
H 2.22876 -5.40134 2.17188 0.0 -0.1 0.0
H 2.53293 -3.22200 3.36825 0.0 0.0 0.0
H 2.11092 -1.11985 2.14585 -0.1 -0.1 -0.1
Se -0.92053 1.02020 -1.91532 -0.8 0.6 -0.6
C -1.16959 2.78764 -1.21765 0.1 -0.7 0.0
C -0.41027 3.29546 -0.16708 0.2 0.0 0.1
C -0.68787 4.55069 0.34398 0.0 0.1 0.1
C -1.70344 5.32161 -0.19728 0.0 0.2 0.1
C -2.42945 4.83735 -1.27507 -0.1 0.2 0.0
C -2.16799 3.58278 -1.78054 0.1 -0.2 0.0
H 0.39774 2.70727 0.25593 -0.2 0.1 -0.1
H -0.10883 4.92936 1.17788 0.0 0.0 0.0
H -1.93014 6.29259 0.21934 0.0 0.1 0.0
H -3.20983 5.44028 -1.71819 -0.1 0.1 0.0
H -2.72793 3.18545 -2.61481 -0.1 0.0 0.0
O -2.61649 -2.43572 1.22061 0.2 0.4 0.0
C -1.95024 -1.46519 1.51143 -0.7 -0.5 0.7
C -2.08345 -0.69377 2.84931 -0.1 -0.1 -0.2
C -0.98482 0.35662 2.78519 0.1 0.1 -0.2
C -0.34781 0.06399 1.43575 -1.0 0.1 1.6
O 0.67331 0.63337 0.98475 0.2 1.2 2.0
N -0.95416 -0.91220 0.76856 0.7 0.4 -0.2
H -1.96392 -1.39948 3.67480 0.0 0.1 -0.1
H -3.08337 -0.26217 2.90894 0.0 -0.1 0.0
H -0.23392 0.25926 3.57329 0.0 0.1 -0.1
H -1.35687 1.38389 2.78393 0.1 0.0 0.0

***

2.
19
Properties=species:S:1:pos:R:3:forces:R:3 method="wB97M-V/def2-TZVPD" energy_ev=-7452.4707 orbital_gap_ha=0.34735 e_homo_ev=-8.3 relative_energy_kcal_mol=22.15 smiles="C=C/C=C(/C)CC" multiplicity=1
C -1.72784 2.79861 -0.03138 0.1 0.3 -0.5
C -0.91310 1.80083 0.30058 -0.3 -0.2 0.4
C -1.07849 0.44593 -0.21565 0.3 -0.1 -0.2
C -0.27540 -0.60345 -0.00554 -0.1 0.0 0.0
C -0.59626 -1.92115 -0.67117 -0.1 0.6 0.3
C 0.96931 -0.56295 0.83923 -0.5 -0.2 0.2
C 2.25828 -0.71481 0.01194 0.3 0.3 0.7
H -1.73316 3.78130 0.42063 0.3 0.0 0.1
H -2.37247 2.69994 -0.89642 -0.4 -0.2 0.2
H -0.15292 1.94122 1.05840 -0.1 0.1 0.1
H -1.96194 0.25962 -0.81809 0.0 0.2 -0.1
H -1.52359 -1.79503 -1.22186 0.0 -0.2 -0.3
H -0.74375 -2.71897 0.05715 0.2 -0.1 0.0
H 0.21949 -2.18370 -1.34247 0.0 -0.3 -0.1
H 0.87004 -1.36237 1.57799 0.2 -0.3 -0.1
H 0.96518 0.32563 1.46537 0.2 0.2 -0.2
H 2.07463 -0.59206 -1.04999 0.0 -0.1 -0.1
H 2.75548 -1.66292 0.21808 -0.1 -0.1 -0.3
H 2.96650 0.06433 0.30321 0.0 0.0 -0.1

***

3.
81
Properties=species:S:1:pos:R:3:forces:R:3 method="wB97M-V/def2-TZVPD" energy_ev=-80163.3778 orbital_gap_ha=0.26530 e_homo_ev=-6.9 relative_energy_kcal_mol=0.00 multiplicity=1
K -0.63209 0.09102 0.95704 -0.3 0.3 0.1
C -1.86075 3.65762 0.70976 -0.6 0.0 -0.6
O -1.59318 3.87016 -0.72477 0.5 0.3 0.1
O -2.06417 2.43175 1.02467 0.2 -1.4 0.4
C -0.61480 4.26650 1.34700 0.1 0.7 0.0
F 0.52363 3.64966 0.97543 0.3 -0.3 -0.1
F -0.44096 5.57507 1.04255 0.0 0.0 0.0
F -0.65101 4.20515 2.68769 0.0 -0.1 0.3
C -2.75595 3.93964 -1.49318 -0.3 0.1 0.1
C -2.34631 4.25465 -2.92132 0.3 -0.6 0.2
H -1.85733 5.22064 -3.02719 -0.2 0.2 0.0
H -1.59326 3.49473 -3.16499 -0.1 0.1 -0.2
H -3.17438 4.13069 -3.61860 0.0 0.2 0.0
H -3.43263 4.68405 -1.04527 0.0 0.1 -0.3
H -3.29805 2.98365 -1.47352 0.1 0.0 0.0
H -2.72173 4.32559 0.94663 0.2 0.4 0.1
O -0.67728 -2.10193 -0.49679 -0.1 0.3 0.3
P -0.60395 -2.66783 -1.85671 0.1 0.1 -0.2
N -1.35093 -4.12586 -2.03117 -0.4 -0.5 -0.7
C -2.81350 -4.19396 -2.06707 0.5 0.1 0.5
C -0.72320 -5.34014 -1.55060 -0.1 0.0 0.0
N 0.95639 -2.96523 -2.27668 0.3 -0.2 0.2
C 2.01709 -2.76966 -1.30768 0.1 -0.2 0.3
C 1.40011 -3.43118 -3.57326 0.0 -0.1 0.1
N -1.32025 -1.69519 -2.99124 0.0 0.2 0.2
C -1.55420 -2.10246 -4.36622 -0.1 0.4 0.1
C -2.17424 -0.61290 -2.51618 -0.6 -0.1 -0.4
H -3.10223 -5.19985 -2.36792 -0.1 0.0 -0.2
H -3.20536 -3.45803 -2.75947 -0.1 0.0 -0.1
H -3.23843 -3.99578 -1.07495 -0.1 -0.1 -0.1
H -1.13255 -5.63621 -0.57809 0.1 0.0 0.0
H 0.35134 -5.19143 -1.46344 0.0 0.0 0.1
H -0.90430 -6.15230 -2.26194 0.0 0.0 0.1
H 2.85542 -2.25133 -1.77403 0.0 0.2 0.1
H 1.64279 -2.21171 -0.45516 0.1 0.2 -0.1
H 2.37696 -3.73171 -0.91247 0.1 0.0 -0.2
H 0.67145 -4.11795 -4.00562 -0.1 0.2 -0.2
H 1.61657 -2.58549 -4.23342 -0.1 -0.1 -0.2
H 2.32050 -4.00996 -3.46668 0.0 0.0 0.1
H -1.66837 -1.19682 -4.96650 0.0 0.0 0.0
H -0.71307 -2.65008 -4.77198 0.0 -0.2 0.0
H -2.47146 -2.68975 -4.48028 0.0 -0.1 -0.1
H -2.32506 0.09476 -3.33537 0.2 0.1 0.1
H -1.74527 -0.08914 -1.67197 0.1 0.0 0.0
H -3.18208 -0.97366 -2.25949 0.1 0.1 0.2
O 1.74510 0.26545 2.22845 -0.2 -0.2 -0.1
C 2.51990 0.97205 2.80251 0.2 0.2 0.1
O 3.45143 0.45410 3.63368 0.1 -0.2 -0.1
C 4.28687 1.46709 4.20834 -0.1 0.6 -0.1
C 4.02967 2.72883 3.37623 -0.1 0.3 -0.6
C 2.65903 2.47384 2.71903 0.9 0.0 0.4
H 5.33335 1.18692 4.11538 -0.1 -0.4 0.1
H 4.01104 1.54825 5.25857 0.1 0.2 0.0
H 4.77783 2.81450 2.58276 0.0 -0.2 0.1
H 4.09401 3.68595 3.89074 -0.2 -0.2 0.4
H 2.67553 2.77109 1.67826 -0.4 0.1 -0.1
H 1.85271 2.97798 3.24612 -0.2 -0.1 -0.2
O 0.82742 0.53434 -1.42092 -0.1 -0.3 0.2
C 1.59261 1.29772 -1.92951 -0.2 0.2 -0.1
O 2.61747 0.86082 -2.70432 -0.1 -0.2 -0.2
C 3.43338 1.95466 -3.11001 0.5 0.9 0.5
C 2.56744 3.20586 -2.94301 -0.1 -0.1 -0.2
C 1.61451 2.80541 -1.82401 0.2 -0.2 -0.4
H 3.80840 1.85156 -4.12413 -0.2 -0.4 -0.1
H 4.30008 1.99991 -2.44103 0.0 -0.1 0.0
H 2.00790 3.36271 -3.86795 -0.1 0.1 0.1
H 3.13166 4.11505 -2.74887 0.1 -0.1 0.1
H 0.61885 3.22542 -1.93817 -0.1 -0.1 0.4
H 1.98566 3.00986 -0.81979 0.0 0.3 0.0
O -1.58339 -1.33842 3.31367 0.3 0.2 -0.4
C -1.77075 -1.53663 4.47564 0.1 -0.3 0.0
O -2.92105 -1.19164 5.07237 -0.5 0.1 0.3
C -2.89494 -1.58371 6.45736 -0.7 0.0 0.1
C -1.89331 -2.71447 6.52544 0.8 0.1 0.1
C -0.88359 -2.25320 5.47472 0.2 -0.1 0.1
H -3.88712 -1.90378 6.77811 -0.1 0.1 -0.3
H -2.64838 -0.69568 7.04313 0.3 -0.1 0.1
H -2.31216 -3.67299 6.22253 -0.3 0.1 0.1
H -1.46943 -2.82161 7.52376 0.0 0.0 -0.1
H -0.30424 -3.03159 4.98679 -0.1 -0.1 -0.1
H -0.16337 -1.55345 5.90858 -0.1 0.1 -0.1

***

4.
12
Properties=species:S:1:pos:R:3:forces:R:3 method="wB97M-V/def2-TZVPD" energy_ev=-8233.8957 orbital_gap_ha=0.39087 e_homo_ev=-10.0 relative_energy_kcal_mol=64.64 multiplicity=1
H -1.54684 1.59734 -1.36586 0.2 -0.5 0.2
N -0.95085 0.83672 -1.69913 0.5 -0.4 0.6
C -0.37951 0.15596 -0.79531 -0.4 0.5 1.9
C -0.62750 0.32558 0.90116 -1.0 0.6 -1.0
N 0.52688 -0.87412 -0.95519 0.2 0.3 0.4
C 1.23678 -0.77740 0.30732 1.6 -0.9 -0.5
O 2.15641 -0.03415 0.49613 0.0 -0.7 -0.1
H -1.18252 1.23563 0.82919 -0.9 0.5 0.4
H 0.08394 0.52296 1.74986 0.0 -0.2 -1.6
H -1.24279 -0.50364 1.28056 -0.1 0.3 -0.5
H 1.12357 -0.95099 -1.77793 -0.4 0.5 0.1
H 0.84749 -1.51678 1.01936 0.3 0.1 0.2

***

Look up the multiplicity of the third one. 1